No. 1
# C45H53FO7Si

A 3-piece molecular cluster, C45H53FO7Si overall at a distorted geometry (ωB97M-V/def2-TZVPD, the OMol25 dataset).

Each line ends with the Löwdin charge.
Positions of all 107 atoms, in Å:
C -3.249 0.788 -2.917  -0.1054
C -1.851 0.545 -2.234  -0.2557
C -1.557 -0.982 -2.048  -0.1624
C -0.089 -1.383 -2.479  -0.2521
O 0.863 -0.345 -2.227  -0.2342
Si 2.456 -0.983 -2.040  0.6950
C 2.541 -2.298 -0.664  -0.2446
C 4.054 -2.693 -0.449  -0.2362
C 4.182 -3.456 0.944  -0.1982
C 5.051 -2.568 1.902  -0.1645
C 5.646 -3.480 3.050  -0.2272
O 7.029 -3.241 3.290  -0.1694
C 7.199 -2.629 4.575  -0.2822
C 8.736 -2.490 4.784  -0.0802
C 3.147 -1.696 -3.698  -0.2271
O 2.184 -1.378 -4.703  -0.2300
C 2.753 -1.337 -6.001  -0.2678
C 3.704 -0.091 -6.221  -0.0706
C 3.513 0.518 -1.425  -0.3394
F 4.673 0.707 -2.194  -0.0746
C 2.667 1.840 -1.356  -0.2245
C 2.338 2.416 -2.780  -0.0978
H -3.507 1.866 -2.830  0.0635
H -4.028 0.137 -2.462  0.0686
H -3.134 0.494 -3.986  0.0776
H -1.098 1.042 -2.886  0.0881
H -1.804 1.043 -1.243  0.0918
H -1.790 -1.274 -1.003  0.0991
H -2.217 -1.598 -2.707  0.1125
H 0.154 -2.354 -1.994  0.1044
H -0.142 -1.499 -3.588  0.1201
H 1.989 -3.218 -0.963  0.0809
H 2.081 -1.862 0.255  0.0926
H 4.672 -1.770 -0.418  0.0808
H 4.382 -3.327 -1.298  0.1040
H 4.647 -4.445 0.743  0.1058
H 3.181 -3.598 1.406  0.1091
H 4.401 -1.773 2.339  0.1131
H 5.878 -2.052 1.365  0.1140
H 5.032 -3.371 3.975  0.1187
H 5.510 -4.534 2.716  0.1143
H 6.656 -1.654 4.640  0.1233
H 6.782 -3.290 5.371  0.1165
H 9.160 -3.514 4.736  0.0767
H 9.190 -1.905 3.952  0.0783
H 8.986 -2.020 5.755  0.0729
H 4.143 -1.222 -3.851  0.0815
H 3.339 -2.797 -3.603  0.0974
H 3.245 -2.282 -6.315  0.1195
H 1.899 -1.177 -6.703  0.1175
H 3.771 0.182 -7.291  0.0733
H 4.699 -0.398 -5.821  0.0669
H 3.363 0.771 -5.606  0.0713
H 3.807 0.302 -0.368  0.1112
H 1.765 1.697 -0.728  0.0908
H 3.302 2.589 -0.827  0.1117
H 1.356 2.025 -3.135  0.0578
H 2.229 3.521 -2.691  0.0756
H 3.153 2.171 -3.494  0.0695
O -3.575 7.301 -2.672  0.1053
C -3.194 6.921 -1.582  -0.2796
C -2.308 5.737 -1.461  -0.0822
C -1.894 5.070 -2.612  0.0083
C -1.035 3.985 -2.513  -0.0570
C -0.583 3.562 -1.265  -0.0643
C -1.006 4.214 -0.116  0.0128
C -1.874 5.299 -0.210  -0.0828
C -2.334 5.975 1.028  -0.2799
O -1.999 5.559 2.121  0.1011
C -3.203 7.170 0.907  -0.0840
C -3.614 7.838 2.059  0.0004
C -4.400 8.976 1.956  -0.0575
C -4.779 9.453 0.704  -0.0570
C -4.383 8.783 -0.445  0.0011
C -3.599 7.637 -0.347  -0.0833
H -2.238 5.399 -3.584  0.1219
H -0.711 3.470 -3.409  0.1066
H 0.096 2.724 -1.191  0.0748
H -0.658 3.880 0.853  0.1212
H -3.317 7.472 3.033  0.1200
H -4.715 9.496 2.852  0.1070
H -5.385 10.347 0.626  0.1071
H -4.683 9.155 -1.416  0.1205
O -3.461 -4.199 5.395  0.1044
C -3.883 -4.037 4.266  -0.2798
C -4.596 -5.131 3.562  -0.0835
C -4.800 -6.346 4.211  0.0007
C -5.499 -7.362 3.575  -0.0572
C -5.999 -7.169 2.290  -0.0569
C -5.783 -5.966 1.633  0.0008
C -5.076 -4.946 2.264  -0.0838
C -4.837 -3.670 1.546  -0.2799
O -5.208 -3.528 0.396  0.1041
C -4.142 -2.570 2.257  -0.0830
C -3.941 -1.354 1.608  -0.0028
C -3.321 -0.307 2.275  -0.0550
C -2.900 -0.469 3.592  -0.0543
C -3.086 -1.683 4.237  0.0015
C -3.703 -2.739 3.571  -0.0838
H -4.418 -6.497 5.212  0.1204
H -5.661 -8.304 4.083  0.1071
H -6.555 -7.958 1.800  0.1072
H -6.168 -5.821 0.632  0.1205
H -4.270 -1.221 0.585  0.1163
H -3.169 0.639 1.769  0.1059
H -2.425 0.352 4.114  0.1083
H -2.754 -1.806 5.261  0.1205

The calculation puts the total energy at -72452.92997 eV. The highest occupied orbital energy is -9.565 eV. Its largest force on an atom is 2.14 eV Å⁻¹. The HOMO-LUMO gap comes out at 8.5423 eV.

=====

No. 2
# C35H26BiBrN6O6PS

C35H26BiBrN6O6PS as an isolated structure at a distorted geometry (ωB97M-V/def2-TZVPD, the OMol25 dataset).

Each line ends with the Löwdin charge.
Positions of all 77 atoms, in Å:
Bi 0.182 0.003 0.411  1.5468
N 3.546 -1.978 -1.873  0.0398
C 2.754 -0.876 -1.655  -0.8889
S 2.789 -0.283 0.005  0.4998
N 2.074 -0.413 -2.645  -0.0457
N 1.332 0.711 -2.564  -0.0389
C 1.914 1.845 -2.518  -0.1388
C 1.177 3.077 -2.232  -0.2719
C 1.852 4.300 -2.230  -0.0332
C 1.207 5.430 -1.761  -0.0769
C -0.095 5.312 -1.298  -0.0713
C -0.699 4.065 -1.361  -0.1395
N -0.097 2.979 -1.828  0.1105
H 3.700 -2.540 -1.052  0.0538
H 3.390 -2.466 -2.741  0.0789
H 3.003 1.924 -2.569  0.1200
H 2.873 4.351 -2.586  0.1067
H 1.715 6.386 -1.745  0.1021
H -0.625 6.160 -0.888  0.0973
H -1.712 3.911 -1.004  0.1066
O -0.536 0.981 6.632  0.1034
C -0.488 1.193 5.442  -0.2682
C 0.749 1.474 4.619  -0.3095
O 1.800 1.949 5.013  0.0739
C 0.381 1.048 3.277  -0.3306
C -0.990 0.744 3.192  -0.3385
O -1.506 0.272 2.128  -0.2560
C -1.639 1.083 4.466  -0.2915
O -2.816 1.276 4.698  0.0845
O 1.170 0.897 2.260  -0.2787
O -3.923 -0.638 -5.292  0.0658
C -3.175 -0.710 -4.163  -0.3180
C -1.898 -1.261 -4.140  -0.0026
C -1.220 -1.311 -2.937  -0.1375
N -1.733 -0.860 -1.796  -0.0192
C -2.937 -0.330 -1.840  -0.7457
Br -3.639 0.294 -0.199  0.7915
C -3.715 -0.224 -2.982  -0.0506
H -3.436 -1.023 -6.026  0.1047
H -1.441 -1.642 -5.046  0.1118
H -0.219 -1.719 -2.873  0.0944
H -4.702 0.211 -2.964  0.1088
N 0.215 -2.091 0.580  -0.4692
P 0.447 -3.035 1.796  0.7417
C -0.690 -2.886 3.205  -0.3020
C -2.026 -2.756 2.820  -0.0976
C -3.012 -2.582 3.772  -0.0682
C -2.670 -2.537 5.118  -0.0764
C -1.347 -2.678 5.505  -0.0776
C -0.351 -2.844 4.552  -0.0714
C 0.148 -4.734 1.204  -0.2913
C -0.419 -5.726 1.996  -0.0693
C -0.619 -6.997 1.476  -0.0884
C -0.239 -7.285 0.174  -0.1003
C 0.324 -6.295 -0.622  -0.0884
C 0.506 -5.020 -0.111  -0.0951
C 2.147 -3.107 2.468  -0.2743
C 3.017 -4.148 2.148  -0.0808
C 4.336 -4.112 2.578  -0.0931
C 4.801 -3.036 3.319  -0.0891
C 3.953 -1.976 3.603  -0.0656
C 2.634 -2.013 3.181  -0.1014
H -2.262 -2.754 1.762  0.1057
H -4.042 -2.450 3.469  0.1057
H -3.432 -2.354 5.863  0.1045
H -1.087 -2.631 6.554  0.1050
H 0.685 -2.925 4.857  0.1020
H -0.723 -5.498 3.011  0.1055
H -1.077 -7.767 2.085  0.0984
H -0.398 -8.277 -0.230  0.0956
H 0.614 -6.520 -1.641  0.0976
H 0.905 -4.212 -0.713  0.0924
H 2.667 -4.993 1.570  0.0944
H 5.013 -4.916 2.314  0.0964
H 5.826 -3.024 3.671  0.0978
H 4.313 -1.112 4.146  0.1119
H 1.987 -1.169 3.383  0.0952

The calculation puts the total energy at -153950.81501 eV. The highest occupied orbital energy is -4.508 eV. The total charge is -1. Its largest force on an atom is 1.20 eV Å⁻¹. The HOMO-LUMO gap comes out at 6.5794 eV.

=====

No. 3
# C17H11NO5SSc

C17H11NO5SSc as an isolated structure at a distorted geometry (ωB97M-V/def2-TZVPD, the OMol25 dataset).

Each line ends with the Löwdin charge.
Positions of all 36 atoms, in Å:
O -0.044 0.198 -6.308  0.2814
C -0.045 0.201 -5.129  0.0700
Sc -0.039 0.185 -2.949  0.2490
O 1.907 -2.290 -3.132  0.3175
C 1.189 -1.378 -3.134  0.0220
C -1.277 1.772 -3.149  0.0570
O -2.001 2.697 -3.127  0.3073
C -1.621 -1.037 -3.143  0.0282
O -2.534 -1.753 -3.128  0.2994
C 1.531 1.435 -3.144  0.0267
O 2.450 2.151 -3.128  0.2982
N -0.067 0.284 -1.042  -0.3285
S 0.275 -0.991 -0.026  1.1934
C 1.557 -0.235 0.972  -0.4222
C 2.188 0.935 0.603  -0.0899
C 3.128 1.498 1.467  -0.0416
C 3.452 0.915 2.666  -0.0131
C 2.818 -0.279 3.032  -0.0027
C 1.872 -0.853 2.185  -0.0662
C -1.226 -0.849 0.977  -0.3961
C -1.281 0.064 2.005  -0.0642
C -2.474 0.200 2.726  -0.0114
C -3.594 -0.541 2.375  -0.0139
C -3.531 -1.417 1.306  -0.0276
C -2.346 -1.575 0.580  -0.0776
H -0.352 1.068 -0.510  0.0650
H 1.968 1.440 -0.351  0.0860
H 3.647 2.465 1.157  0.1571
H 4.195 1.361 3.334  0.1423
H 3.063 -0.760 3.980  0.1389
H 1.368 -1.791 2.479  0.1420
H -0.414 0.673 2.299  0.1314
H -2.516 0.905 3.575  0.1444
H -4.529 -0.425 2.942  0.1450
H -4.418 -2.006 1.013  0.1424
H -2.301 -2.265 -0.271  0.1107

The calculation puts the total energy at -61035.27464 eV. The highest occupied orbital energy is -18.289 eV. The total charge is +3. Its largest force on an atom is 12.84 eV Å⁻¹. The HOMO-LUMO gap comes out at 3.6968 eV.